[1]
91
Properties=species:S:1:pos:R:3 method="wB97M-V/def2-TZVPD" spin_multiplicity=2 homo_energy_ev="-8.65 / -8.64" de_lowest_kj_mol=25.77 total_charge=0 lumo_energy_ev="0.194 / 0.065"
Fe -0.8666 0.3566 -1.2083
N -1.7226 1.5588 0.2721
N -3.1211 1.4244 0.2550
C -3.5987 0.4878 -0.6901
O -4.7201 0.0323 -0.5536
O -2.7642 0.2372 -1.6390
H -1.2992 1.1638 1.1081
H -1.4569 2.5375 0.2274
H -3.5841 1.4106 1.1511
Cl 2.3584 0.3604 -2.4895
C 1.3480 -1.0166 -2.8116
C -0.0057 -1.0356 -2.4526
C -0.6994 -2.1862 -2.8832
Cl -2.4186 -2.3689 -2.6768
C -0.0752 -3.2581 -3.5306
Cl -0.9638 -4.6549 -4.0089
C 1.2882 -3.2160 -3.7912
Cl 2.0748 -4.5410 -4.5554
C 2.0004 -2.0799 -3.4426
Cl 3.6890 -2.0159 -3.7845
N -1.3736 -1.1687 -0.0640
C -1.8760 -1.9027 0.6648
N -2.4419 -2.8030 1.4281
C -3.9070 -2.9556 1.3423
C -4.5515 -2.2380 2.5123
O -4.0040 -2.6863 3.7437
C -2.6188 -2.4053 3.8227
C -1.8537 -3.1340 2.7321
H -4.1258 -4.0242 1.3828
H -4.2522 -2.5471 0.3931
H -5.6198 -2.4432 2.5438
H -4.4065 -1.1546 2.4051
H -2.2825 -2.7301 4.8068
H -2.4525 -1.3225 3.7307
H -1.9405 -4.2139 2.8640
H -0.7972 -2.8644 2.7264
O 0.6741 0.5865 -0.1899
Si 1.5849 0.1057 1.0483
C 3.3409 0.7680 0.9191
C 4.3228 -0.0040 0.2898
C 5.6161 0.4681 0.1207
C 5.9597 1.7297 0.5856
C 5.0070 2.5106 1.2227
C 3.7142 2.0311 1.3858
C 0.7731 0.8566 2.5913
C 0.4434 0.1581 3.7543
C -0.1858 0.7812 4.8262
C -0.5012 2.1299 4.7621
C -0.1847 2.8517 3.6184
C 0.4396 2.2183 2.5534
C 1.7893 -1.7530 1.2871
C 2.4605 -2.2319 2.4180
C 2.6871 -3.5879 2.6071
C 2.2596 -4.5025 1.6531
C 1.6160 -4.0503 0.5104
C 1.3865 -2.6914 0.3344
H 4.0744 -0.9938 -0.0778
H 6.3558 -0.1485 -0.3743
H 6.9689 2.1007 0.4569
H 5.2722 3.4911 1.5985
H 2.9922 2.6515 1.9030
H 0.6775 -0.8981 3.8305
H -0.4293 0.2111 5.7146
H -0.9882 2.6168 5.5972
H -0.4223 3.9070 3.5599
H 0.6725 2.7942 1.6621
H 2.8392 -1.5325 3.1572
H 3.2100 -3.9303 3.4915
H 2.4383 -5.5608 1.7958
H 1.2947 -4.7527 -0.2495
H 0.8829 -2.3574 -0.5626
C 0.2096 3.0401 -2.1349
C 0.2547 4.2221 -3.1347
N -0.7551 4.0638 -4.1774
C -2.0635 3.9812 -3.5367
C -2.1344 2.7669 -2.5769
N -0.8262 2.0590 -2.5450
C -0.5421 1.6040 -3.9322
C -0.5175 2.8150 -4.8970
H -0.0295 3.3770 -1.1239
H 1.1595 2.5199 -2.0833
H 1.2369 4.2879 -3.6051
H 0.0683 5.1696 -2.6263
H -2.8252 3.8964 -4.3127
H -2.2435 4.9141 -2.9997
H -2.8871 2.0502 -2.8899
H -2.3845 3.0847 -1.5647
H -1.3078 0.8740 -4.1965
H 0.4178 1.0995 -3.9288
H -1.2812 2.7156 -5.6696
H 0.4503 2.8830 -5.3961

=====

[2]
191
Properties=species:S:1:pos:R:3 method="wB97M-V/def2-TZVPD" homo_energy_ev=-7.87 de_lowest_kj_mol=475.80 total_charge=0 lumo_energy_ev=0.659
C 1.4210 -8.6099 -1.1035
C 1.8146 -7.9880 -2.4103
C 2.4270 -8.9630 -3.3890
O 2.8497 -8.2691 -4.5434
C 3.6858 -9.0414 -5.3519
N 0.6247 -7.2714 -2.9789
H 1.0247 -7.8678 -0.4130
H 2.1882 -9.2213 -0.6222
H 0.5843 -9.3135 -1.2562
H 2.5251 -7.1847 -2.1760
H 1.6478 -9.7071 -3.6432
H 3.2552 -9.5157 -2.9234
H 3.1448 -9.8165 -5.9010
H 4.5247 -9.4545 -4.7784
H 4.1583 -8.3728 -6.0771
H -0.0322 -8.0052 -3.2559
H 0.9476 -6.9099 -3.8784
C 6.1389 -16.8565 1.8980
C 4.6647 -16.6945 2.2292
C 4.2282 -17.6386 3.3396
O 2.8224 -17.7068 3.3308
C 2.3179 -18.8151 4.0477
N 4.3901 -15.3020 2.5722
H 6.3967 -17.8470 1.5194
H 6.8080 -16.6803 2.7482
H 6.4039 -16.1383 1.1232
H 4.0959 -16.9966 1.3420
H 4.6165 -17.1625 4.2640
H 4.6628 -18.6473 3.3527
H 1.2370 -18.7128 4.1061
H 2.7372 -18.8629 5.0586
H 2.5431 -19.7507 3.5199
H 3.5494 -15.2556 3.1391
H 5.1673 -14.9479 3.1191
C -2.1108 -6.1742 4.8751
C -2.2672 -7.6634 5.1406
C -1.2654 -8.1048 6.1786
O -1.1784 -9.5316 6.1093
C -0.4616 -10.0493 7.1939
N -3.6843 -7.9366 5.4789
H -2.9807 -5.7738 4.3603
H -1.2496 -5.9773 4.2248
H -1.8621 -5.6112 5.7799
H -2.1144 -8.1979 4.2010
H -1.5164 -7.7686 7.1911
H -0.2798 -7.7118 5.8832
H -1.0260 -9.8987 8.1232
H 0.5276 -9.5795 7.2988
H -0.2698 -11.1144 7.0698
H -3.9317 -7.3450 6.2735
H -3.7108 -8.8831 5.8625
C 3.4343 -3.9548 -0.1437
C 2.2299 -4.8280 -0.4915
C 1.1394 -4.6097 0.5276
O 1.5191 -4.9888 1.8539
C 1.6646 -6.3868 2.0755
N 1.7022 -4.5284 -1.8161
H 3.1347 -2.9124 -0.0097
H 4.2178 -3.9731 -0.9001
H 3.8236 -4.3158 0.8103
H 2.5548 -5.8791 -0.3911
H 0.1882 -5.0992 0.2783
H 0.9434 -3.5411 0.6441
H 2.3769 -6.8501 1.3882
H 0.6844 -6.8823 2.0636
H 2.0616 -6.4936 3.0870
H 2.4360 -4.5541 -2.5319
H 1.1766 -5.3536 -2.1184
C -1.7512 -14.9416 0.9534
C -2.5774 -15.8376 0.0693
C -3.8694 -15.2236 -0.4227
O -4.6130 -16.2273 -1.0890
C -5.9598 -15.8756 -1.2934
N -1.7131 -16.2732 -1.0423
H -0.8497 -15.4591 1.3128
H -2.0984 -14.6872 1.9622
H -1.3448 -14.0587 0.4541
H -2.7885 -16.7562 0.6279
H -3.6661 -14.4201 -1.1470
H -4.4366 -14.7846 0.4125
H -6.0310 -14.9695 -1.9058
H -6.5561 -15.8028 -0.3778
H -6.3900 -16.7051 -1.8621
H -2.2500 -16.8063 -1.7180
H -1.3646 -15.4520 -1.5309
C -2.3419 -10.8615 0.1538
C -3.7713 -11.1213 -0.2373
C -4.6506 -9.9625 0.1669
O -4.4021 -9.6108 1.4946
C -5.2929 -8.6428 1.9906
N -3.8592 -11.3879 -1.6908
H -1.6895 -11.6859 -0.1180
H -2.3273 -10.8489 1.2460
H -2.0676 -9.8567 -0.1732
H -4.0892 -12.0325 0.2762
H -5.6956 -10.2995 0.0348
H -4.5122 -9.1158 -0.5264
H -6.3370 -8.9720 1.8968
H -5.1174 -7.6673 1.5273
H -5.1330 -8.5477 3.0669
H -3.6529 -10.5051 -2.1638
H -4.8434 -11.5267 -1.9297
C 0.9459 -15.8308 -3.5258
C 0.3845 -16.8404 -4.5189
C -0.5632 -16.1963 -5.5008
O -0.8972 -17.1304 -6.5133
C -1.4246 -16.5180 -7.6544
N 1.5006 -17.5168 -5.2150
H 1.7999 -15.3156 -3.9789
H 1.3492 -16.3224 -2.6396
H 0.2488 -15.0473 -3.2177
H -0.1545 -17.6021 -3.9401
H -0.1577 -15.2581 -5.9039
H -1.5014 -15.9390 -4.9867
H -2.2190 -15.8005 -7.4254
H -1.7577 -17.2958 -8.3382
H -0.6432 -15.9645 -8.2029
H 1.7264 -18.3582 -4.6976
H 1.1539 -17.8369 -6.1142
C 5.3583 -10.5478 -1.0265
O 5.9118 -9.3752 -1.5347
C 4.8839 -8.5214 -1.9805
C 5.3411 -7.0804 -1.9595
N 4.3601 -6.2935 -2.7123
C 4.6375 -5.9859 -4.1190
C 4.8532 -4.5168 -4.3009
O 3.8189 -3.8405 -3.6350
C 3.8355 -2.4503 -3.7578
H 6.0880 -11.1428 -0.4746
H 4.9917 -11.2412 -1.7971
H 4.5367 -10.3315 -0.3289
H 4.0021 -8.6338 -1.3292
H 4.5359 -8.8183 -2.9813
H 6.3067 -7.0094 -2.4795
H 5.4482 -6.6670 -0.9588
H 4.0518 -5.4762 -2.2113
H 3.7276 -6.2823 -4.6548
H 5.4838 -6.5859 -4.4450
H 4.9520 -4.2055 -5.3510
H 5.8164 -4.2093 -3.8486
H 4.8289 -2.0444 -3.5001
H 3.1304 -2.0700 -3.0220
H 3.6153 -2.0760 -4.7637
C 4.8191 -17.5070 -2.1859
O 5.6385 -16.3817 -2.1636
C 5.1292 -15.3214 -1.3811
C 6.2345 -14.4018 -0.9420
N 6.6196 -13.4932 -2.0552
C 8.0423 -13.1296 -2.0677
C 8.9084 -14.2375 -2.6343
O 8.5231 -14.4443 -4.0035
C 9.4451 -13.8914 -4.9228
H 3.9372 -17.3944 -2.8275
H 4.5391 -17.8067 -1.1663
H 5.3938 -18.3385 -2.6016
H 4.6299 -15.7412 -0.4944
H 4.3678 -14.7130 -1.8947
H 7.0795 -14.9182 -0.4791
H 5.7469 -13.7608 -0.1906
H 6.4088 -13.9835 -2.9201
H 8.3509 -12.8776 -1.0516
H 8.1466 -12.2778 -2.7446
H 8.7195 -15.2255 -2.2024
H 9.9872 -14.0567 -2.5877
H 9.0320 -14.0016 -5.9215
H 10.3837 -14.4676 -4.8955
H 9.6930 -12.8532 -4.6804
C -0.8852 -11.4488 3.5542
O 0.3442 -11.0976 3.0105
C 1.0039 -10.0569 3.6615
C 2.0646 -9.4264 2.7552
N 2.5968 -10.3058 1.6955
C 1.6827 -10.6342 0.5832
C 1.9465 -12.0181 0.0301
O 1.1400 -13.0206 0.6342
C 1.6807 -14.2535 0.3072
H -0.7948 -11.9598 4.5246
H -1.3392 -12.2298 2.9360
H -1.5899 -10.6148 3.5983
H 1.4884 -10.4056 4.5890
H 0.2860 -9.2989 4.0093
H 2.9437 -9.2312 3.3730
H 1.7795 -8.5367 2.1921
H 3.0129 -11.1588 2.0446
H 1.8609 -9.9294 -0.2446
H 0.6401 -10.5377 0.8849
H 3.0087 -12.2970 -0.0432
H 1.7115 -11.9968 -1.0562
H 0.9699 -15.0692 0.4332
H 2.6077 -14.5524 0.8142
H 1.9275 -14.3039 -0.7691

=====

[3]
43
Properties=species:S:1:pos:R:3 method="wB97M-V/def2-TZVPD" homo_energy_ev=-4.06 de_lowest_kj_mol=125.84 total_charge=-1 lumo_energy_ev=2.541
C -4.9054 0.1283 -2.1684
C -4.5919 -0.0882 -0.6210
C -3.8433 1.1160 0.0808
O -2.4221 1.0457 0.0384
C -1.9063 -0.1215 0.7366
B -1.1322 -1.1593 -0.2874
N -0.1770 -0.4564 -1.2707
C -0.8756 -0.0623 -2.5528
C 0.8601 -1.3779 -1.7195
C 2.1906 -0.7574 -2.3479
O 0.7922 -2.6115 -1.6921
H -6.0217 -0.0312 -2.3178
H -4.4211 -0.7306 -2.7350
H -4.5617 1.1114 -2.5883
H -5.5976 -0.2023 -0.0956
H -4.0790 -1.0836 -0.5165
H -4.1280 2.0591 -0.4946
H -4.2035 1.3117 1.1469
H -2.7259 -0.7185 1.2663
H -1.1671 0.1487 1.5671
H -0.4998 -1.9095 0.4242
H -1.8875 -1.8640 -0.9064
H -1.9820 -0.3057 -2.4701
H -0.4206 -0.5394 -3.4681
H -0.8298 1.0733 -2.5883
H 1.8286 0.0199 -3.0969
H 2.8036 -0.2319 -1.5729
H 2.7378 -1.5529 -2.9232
C 3.4416 1.2595 3.2769
C 2.7129 -0.0789 3.1305
C 2.4985 -0.3240 1.6349
S 3.8275 0.5299 0.7920
O 3.2626 1.6042 0.0106
O 4.7348 -0.4407 0.2221
C 4.5734 1.2280 2.2574
H 3.8194 1.4070 4.2905
H 2.7551 2.0802 3.0489
H 3.3320 -0.8781 3.5501
H 1.7639 -0.0833 3.6691
H 2.5396 -1.3845 1.3897
H 1.5535 0.1002 1.2903
H 4.9788 2.2139 2.0336
H 5.3725 0.5563 2.5766

=====

[4]
12
Properties=species:S:1:pos:R:3 method="wB97M-V/def2-TZVPD" homo_energy_ev=-8.56 de_lowest_kj_mol=175.75 total_charge=0 lumo_energy_ev=0.292
C 0.0184 -2.3063 -0.2894
C 0.7370 -1.2603 0.1159
C -0.2753 2.0804 -0.6813
F -0.0846 3.3326 -0.0313
Si -0.0014 0.2076 1.0947
H 0.3893 -3.2404 -0.8224
H -1.0510 -2.2682 -0.2028
H 1.9194 -1.4722 -0.0920
H 0.2458 2.1189 -1.6472
H -1.3702 1.9029 -0.8554
H 0.9777 0.6377 2.0983
H -1.5050 0.2673 1.3128

=====

[5]
49
Properties=species:S:1:pos:R:3 method="wB97M-V/def2-TZVPD" homo_energy_ev="-17.65 / -17.65" de_lowest_kj_mol=269.22 total_charge=+3 lumo_energy_ev="-11.204 / -11.201"
V -0.2654 -0.9031 -0.0587
C -2.0012 -2.4471 0.2758
C -0.8490 -2.9829 0.8405
C -0.3718 -2.0316 1.8560
C -1.2951 -0.9635 1.9565
C -2.2476 -1.1513 0.9206
C -3.3897 -0.2597 0.5751
C -1.2417 0.1502 2.9449
C 0.8332 -2.2412 2.7020
C -0.2408 -4.3130 0.5649
C -2.8798 -3.0771 -0.7486
H -4.3119 -0.7286 0.9336
H -3.5118 -0.1369 -0.5029
H -3.3109 0.7174 1.0436
H -1.6637 -0.1930 3.8919
H -1.8187 1.0129 2.6203
H -0.2175 0.4665 3.1360
H 0.5478 -2.8818 3.5438
H 1.2142 -1.3103 3.1159
H 1.6310 -2.7603 2.1712
H -0.6142 -5.0260 1.3063
H 0.8443 -4.2988 0.6502
H -0.5115 -4.6892 -0.4194
H -3.4304 -2.3413 -1.3328
H -3.6218 -3.7015 -0.2424
H -2.3200 -3.7262 -1.4200
N 0.1799 -1.9896 -3.9529
C 0.8193 -1.8593 -2.8240
O 0.1541 -1.6055 -1.7524
C 2.2908 -2.0302 -2.7695
I 2.6940 -4.0511 -2.1959
H -0.8286 -1.9297 -3.9977
H 0.6749 -2.2033 -4.8091
H 2.7246 -1.3797 -2.0167
H 2.7575 -1.8583 -3.7350
Cl 0.9170 8.0939 -1.7031
C 1.3554 6.6474 -0.9531
C 2.6872 6.4526 -0.5607
C 3.0446 5.2820 0.0527
C 2.0504 4.2913 0.2668
C 0.7036 4.4920 -0.1218
C 0.3690 5.6685 -0.7299
C 2.4401 3.1503 0.9254
O 2.8238 2.2484 1.4800
O 0.3953 0.4427 0.3834
H 3.4186 7.2290 -0.7372
H 4.0650 5.1187 0.3742
H -0.0432 3.7378 0.0837
H -0.6492 5.8692 -1.0315

=====

[6]
15
Properties=species:S:1:pos:R:3 method="wB97M-V/def2-TZVPD" homo_energy_ev=-9.17 de_lowest_kj_mol=358.08 total_charge=0 lumo_energy_ev=0.622
C -0.4428 -1.3404 0.9841
C -0.0498 -0.1894 0.4108
O -0.9331 -0.8241 -1.6046
C -0.8910 1.0726 0.4756
O -0.6228 2.0646 -0.4771
C 1.3022 -0.0066 -0.0506
C 2.4546 0.2257 -0.3223
H -1.4250 -1.4048 1.4430
H 0.2457 -2.1649 1.1141
H -0.9034 -1.4670 -0.8568
H -0.1099 -0.9442 -2.0946
H -0.7124 1.4319 1.5009
H -1.9483 0.8192 0.3716
H 0.3222 2.2648 -0.4471
H 3.4882 0.4103 -0.5218

=====

[7]
44
Properties=species:S:1:pos:R:3 method="wB97M-V/def2-TZVPD" homo_energy_ev=-7.23 total_charge=0 lumo_energy_ev=0.324
Au -0.6411 -0.2239 -1.0885
C 5.1847 -1.2933 -4.6857
C 4.4549 -1.3881 -3.3566
N 3.0423 -1.1177 -3.5417
C 2.2059 -0.7618 -2.5361
S 0.5255 -0.6131 -3.0194
N 2.7591 -0.5291 -1.3741
N 1.8941 -0.2418 -0.3756
C 2.3666 0.3083 0.6757
C 3.8110 0.6851 0.8484
C 1.4091 0.5191 1.7888
C 1.8675 0.6228 3.1019
C 0.9587 0.7762 4.1314
C -0.3912 0.8236 3.8293
C -0.7604 0.7225 2.4973
N 0.1040 0.5870 1.4954
H 6.2411 -1.5311 -4.5597
H 5.1033 -0.2878 -5.1003
H 4.7691 -1.9984 -5.4101
H 4.8438 -0.6631 -2.6448
H 4.6051 -2.3768 -2.9111
H 2.6080 -1.3836 -4.4087
H 4.2606 0.8290 -0.1300
H 4.3654 -0.1128 1.3512
H 3.9127 1.5964 1.4395
H 2.9274 0.5626 3.3097
H 1.2999 0.8479 5.1567
H -1.1432 0.9374 4.5983
H -1.8067 0.7481 2.2213
C -6.6489 -0.2138 -1.8511
C -6.1073 -0.3717 -0.4262
C -4.7517 0.2355 -0.2743
N -3.6587 -0.4335 -0.2505
N -2.5381 0.3538 -0.1641
C -2.8033 1.6324 -0.1187
N -1.8647 2.5985 0.0329
S -4.4977 1.9701 -0.1734
H -7.6183 -0.7019 -1.9473
H -5.9638 -0.6636 -2.5692
H -6.7725 0.8386 -2.1104
H -6.0058 -1.4260 -0.1710
H -6.7969 0.0777 0.2905
H -0.9160 2.2843 -0.1408
H -2.0868 3.5095 -0.3314